[1]
{"formula": "C41H65B3BrCl2O25P", "method": "ωB97M-V/def2-TZVPD", "lumo_ev": -0.2, "e_tot_ha": -7392.9640, "homo_lumo_gap_ev": 7.383, "spin_multiplicity": 1, "e_homo_ev": -7.539, "species": ["C", "C", "C", "C", "C", "C", "C", "C", "C", "C", "B", "O", "B", "C", "Cl", "C", "C", "Cl", "O", "B", "P", "O", "Br", "O", "H", "H", "H", "H", "H", "H", "H", "H", "H", "H", "H", "H", "H", "H", "H", "H", "H", "H", "H", "H", "H", "H", "H", "C", "C", "C", "O", "C", "O", "O", "H", "H", "H", "H", "H", "H", "C", "C", "C", "O", "C", "O", "O", "H", "H", "H", "H", "H", "H", "C", "C", "C", "O", "C", "O", "O", "H", "H", "H", "H", "H", "H", "C", "C", "C", "O", "C", "O", "O", "H", "H", "H", "H", "H", "H", "C", "C", "C", "O", "C", "O", "O", "H", "H", "H", "H", "H", "H", "C", "C", "C", "O", "C", "O", "O", "H", "H", "H", "H", "H", "H", "C", "C", "C", "O", "C", "O", "O", "H", "H", "H", "H", "H", "H"], "positions_angstrom": [[-1.5302, -5.6701, 0.9128], [-2.7146, -6.5997, 1.0477], [-2.5613, -7.7481, 2.0237], [-3.8530, -6.3726, 0.3380], [-4.5711, -5.0485, 0.4292], [-5.3569, -4.6288, -0.8207], [-6.4510, -3.5831, -0.5833], [-7.5584, -3.6287, -1.6474], [-5.8853, -2.1522, -0.4841], [-5.2477, -1.8689, 0.8955], [-5.2255, -0.3896, 1.3602], [-4.7915, 0.6838, 0.5703], [-3.6908, 1.2808, 1.1588], [-2.4729, 1.7038, 0.2645], [-2.5211, 3.3289, -0.3202], [-1.5159, 0.8571, -0.0469], [-1.5026, -0.5772, 0.3774], [-0.1889, 1.3234, -1.0574], [-3.6609, 1.4066, 2.5447], [-4.3392, 0.4199, 3.2412], [-3.6971, -0.2685, 4.9539], [-4.7882, -1.4420, 5.2941], [-1.9106, -1.4228, 4.2986], [-5.5152, -0.0451, 2.6898], [-0.8070, -6.1554, 0.2562], [-1.0453, -5.4478, 1.8686], [-1.8260, -4.7051, 0.5008], [-3.4520, -7.7801, 2.6482], [-1.7235, -7.5391, 2.6884], [-2.4371, -8.7399, 1.5755], [-4.2842, -7.1499, -0.2943], [-5.2059, -5.0658, 1.3205], [-3.7909, -4.3030, 0.6131], [-5.8055, -5.5296, -1.2526], [-4.6336, -4.2728, -1.5628], [-6.9130, -3.8239, 0.3821], [-7.3720, -2.8862, -2.4282], [-7.6399, -4.6001, -2.1331], [-8.5164, -3.3627, -1.1982], [-5.1051, -2.0917, -1.2463], [-6.6784, -1.4325, -0.6897], [-5.7377, -2.4527, 1.6777], [-4.1932, -2.1690, 0.8486], [-2.0861, -0.7326, 1.2891], [-0.4936, -0.9090, 0.6033], [-1.9268, -1.2109, -0.4055], [-4.6643, -2.2327, 4.7503], [3.0949, 2.0458, 2.5163], [2.2032, 0.9777, 1.9573], [0.9837, 0.6286, 2.7770], [0.7288, -0.7200, 2.3658], [1.9138, -1.2675, 1.9834], [2.0693, -2.4231, 1.7528], [2.8608, -0.3130, 1.8949], [4.0134, 2.1084, 1.9415], [2.5859, 3.0051, 2.4644], [3.3664, 1.8424, 3.5545], [1.9072, 1.2411, 0.9370], [0.1221, 1.2544, 2.5501], [1.1713, 0.6405, 3.8528], [1.5595, 5.6930, -2.9037], [1.8272, 4.6387, -1.8672], [1.1188, 4.8081, -0.5410], [2.0165, 4.1405, 0.3602], [3.2644, 4.2063, -0.1697], [4.2587, 3.8921, 0.4023], [3.2089, 4.6642, -1.4381], [2.2509, 5.5769, -3.7319], [0.5395, 5.6114, -3.2787], [1.7031, 6.6941, -2.4931], [1.6337, 3.6437, -2.2799], [0.1349, 4.3468, -0.5037], [1.0481, 5.8567, -0.2432], [0.6287, -10.4459, 5.8883], [-0.7609, -10.1478, 6.3821], [-1.7950, -11.2309, 6.1503], [-3.0109, -10.4718, 6.0798], [-2.6910, -9.2306, 5.6504], [-3.4791, -8.4019, 5.3189], [-1.3543, -9.0570, 5.6489], [1.2470, -9.5510, 5.9359], [1.0870, -11.2217, 6.5012], [0.6073, -10.7793, 4.8499], [-0.7368, -9.8579, 7.4363], [-1.8547, -11.9635, 6.9502], [-1.6504, -11.7403, 5.1948], [7.1829, 4.5149, -5.5134], [5.8076, 4.8637, -5.0179], [4.7768, 3.7611, -5.1214], [3.5518, 4.5083, -5.2387], [3.8601, 5.7022, -5.8002], [3.0426, 6.4792, -6.1900], [5.1881, 5.8803, -5.8526], [7.8033, 5.4078, -5.5736], [7.6554, 3.8087, -4.8327], [7.1360, 4.0778, -6.5127], [5.8570, 5.2562, -4.0045], [4.7431, 3.1150, -4.2485], [4.8949, 3.1551, -6.0228], [-5.3201, -4.2653, 7.7796], [-3.8601, -4.4439, 7.4599], [-3.4312, -5.8506, 7.1097], [-2.0507, -5.8426, 7.5040], [-1.9096, -4.9288, 8.4934], [-0.9358, -4.8007, 9.1620], [-3.0356, -4.1843, 8.6134], [-5.5011, -3.2706, 8.1845], [-5.9221, -4.3918, 6.8796], [-5.6421, -4.9916, 8.5269], [-3.5556, -3.7435, 6.6757], [-3.5262, -6.0937, 6.0569], [-3.9535, -6.6068, 7.7002], [0.6632, 7.0701, -7.7597], [0.1219, 7.1410, -9.1611], [-0.0932, 8.5328, -9.7167], [-1.1437, 8.3205, -10.6681], [-1.8592, 7.2434, -10.2570], [-2.8986, 6.9072, -10.7231], [-1.2214, 6.6155, -9.2439], [0.6189, 6.0513, -7.3818], [1.6952, 7.4046, -7.7333], [0.0698, 7.6965, -7.0907], [0.7446, 6.5502, -9.8396], [0.7806, 8.9503, -10.2094], [-0.4519, 9.2274, -8.9533], [11.7057, 7.8163, -3.0962], [10.2385, 7.8009, -3.4301], [9.3634, 8.7330, -2.6175], [8.0976, 8.0603, -2.6555], [8.3390, 6.7405, -2.8132], [7.5184, 5.8854, -2.7086], [9.6409, 6.5273, -3.1069], [12.2184, 6.9976, -3.5987], [12.1535, 8.7575, -3.4142], [11.8594, 7.6939, -2.0235], [10.0884, 7.9706, -4.5002], [9.2723, 9.7308, -3.0373], [9.6878, 8.7999, -1.5766]], "mulliken_charge": [-1.101, 0.661, -1.326, -0.962, 1.011, -1.052, 1.100, -1.649, -1.191, 0.307, 0.080, -0.330, -0.099, 0.590, -0.284, 0.162, -0.483, -0.088, -0.260, 0.547, -0.307, -0.342, -0.108, 0.023, 0.281, 0.377, 0.182, 0.304, 0.371, 0.337, 0.356, 0.316, -0.703, 0.338, 0.214, 0.272, 0.351, 0.392, 0.369, 0.296, 0.481, 0.233, -0.299, -0.339, 0.254, 0.379, 0.241, -1.705, 1.301, -0.456, -0.221, 0.511, -0.578, -0.408, 0.377, 0.312, 0.441, -0.169, 0.218, 0.418, -1.268, 0.813, -0.046, -0.304, 0.607, -0.526, -0.298, -0.024, 0.411, 0.377, 0.122, -0.155, 0.357, -1.478, 0.514, -0.523, -0.326, 0.631, -0.503, -0.311, 0.365, 0.392, 0.349, 0.301, 0.312, 0.300, -1.581, 0.739, -0.495, -0.341, 0.571, -0.518, -0.364, 0.264, 0.351, 0.453, 0.294, 0.337, 0.260, -1.508, 0.986, -0.497, -0.272, 0.580, -0.569, -0.397, 0.360, 0.363, 0.402, -0.045, 0.341, 0.248, -1.411, 0.625, -0.503, -0.340, 0.641, -0.531, -0.365, 0.290, 0.453, 0.276, 0.262, 0.299, 0.330, -1.455, 0.508, -0.515, -0.286, 0.650, -0.546, -0.341, 0.360, 0.387, 0.347, 0.258, 0.299, 0.314]}



[2]
{"formula": "C24H72N12O12", "method": "ωB97M-V/def2-TZVPD", "lumo_ev": 0.3, "e_tot_ha": -2517.7633, "homo_lumo_gap_ev": 9.354, "spin_multiplicity": 1, "e_homo_ev": -9.082, "species": ["N", "C", "N", "O", "H", "H", "H", "H", "N", "C", "N", "O", "H", "H", "H", "H", "N", "C", "N", "O", "H", "H", "H", "H", "N", "C", "N", "O", "H", "H", "H", "H", "N", "C", "N", "O", "H", "H", "H", "H", "N", "C", "N", "O", "H", "H", "H", "H", "C", "C", "C", "O", "H", "H", "H", "H", "H", "H", "H", "H", "C", "C", "C", "O", "H", "H", "H", "H", "H", "H", "H", "H", "C", "C", "C", "O", "H", "H", "H", "H", "H", "H", "H", "H", "C", "C", "C", "O", "H", "H", "H", "H", "H", "H", "H", "H", "C", "C", "C", "O", "H", "H", "H", "H", "H", "H", "H", "H", "C", "C", "C", "O", "H", "H", "H", "H", "H", "H", "H", "H"], "positions_angstrom": [[-0.0996, -3.4748, -1.3956], [-1.4424, -3.5231, -1.3414], [-1.9354, -4.2931, -0.3584], [-2.1554, -2.8694, -2.1279], [0.5359, -3.9804, -0.7934], [0.2316, -2.7712, -2.0337], [-2.9206, -4.2682, -0.1781], [-1.2354, -4.7540, 0.2035], [4.1750, -0.7892, 1.1633], [4.9750, -0.2216, 2.0737], [5.3760, 0.9861, 1.6196], [5.1715, -0.7030, 3.1951], [4.0784, -0.2007, 0.3449], [3.6322, -1.6294, 1.1905], [6.0045, 1.5438, 2.1660], [4.9042, 1.3131, 0.7925], [1.7509, -1.1925, -2.6838], [2.3793, -2.3804, -2.5827], [2.7774, -2.8770, -3.7982], [2.4676, -3.0172, -1.5446], [1.2872, -0.8736, -1.8412], [1.7614, -0.6643, -3.5329], [2.6348, -2.3161, -4.6143], [3.0855, -3.8324, -3.8174], [-1.1944, -0.4648, -3.7269], [0.0304, -0.5981, -4.2489], [0.2758, -1.7110, -4.9466], [0.8485, 0.3426, -4.0685], [-1.3595, 0.3493, -3.1593], [-1.7149, -1.3243, -3.5732], [1.1687, -1.8905, -5.3623], [-0.5225, -2.2655, -5.2044], [2.9780, -4.0197, 1.0748], [1.9178, -4.7116, 1.5495], [2.2069, -5.6875, 2.4342], [0.8083, -4.5847, 1.0099], [3.8661, -4.0273, 1.5391], [2.7542, -3.6164, 0.1795], [1.5316, -6.3492, 2.7632], [3.1881, -5.7102, 2.6397], [-0.0249, 4.3810, -2.9533], [-0.4992, 3.1961, -2.5138], [-0.9929, 2.4208, -3.5109], [-0.5771, 2.8825, -1.3188], [0.4767, 5.0503, -2.3962], [-0.0963, 4.6979, -3.9033], [-1.3738, 1.4890, -3.3977], [-0.9458, 2.8807, -4.4003], [-3.0076, -0.2737, 3.7545], [-3.1458, -0.7659, 5.1561], [-2.0357, -1.7945, 5.5266], [-3.2092, 0.2993, 6.0993], [-3.1594, -1.1337, 3.1031], [-2.0343, 0.1917, 3.5943], [-3.7588, 0.4851, 3.5349], [-4.0509, -1.3844, 5.1942], [-2.2557, -2.4129, 6.4002], [-1.1738, -1.2342, 5.8981], [-1.8503, -2.4275, 4.6610], [-3.2547, -0.0621, 6.9884], [4.9182, 0.4246, -2.9086], [4.2036, 1.5921, -2.2433], [3.1416, 2.3216, -3.0936], [3.6069, 1.2428, -0.9996], [5.8244, 0.0929, -2.4071], [5.2516, 0.7641, -3.8939], [4.1763, -0.3554, -3.0743], [4.9813, 2.3046, -1.9521], [2.4220, 1.6152, -3.5115], [3.6568, 2.7630, -3.9495], [2.6554, 3.0938, -2.5025], [2.6702, 0.9845, -1.0508], [-6.3327, -1.2969, -1.9623], [-5.5887, -0.2920, -1.0428], [-4.9680, -0.9599, 0.1686], [-4.5680, 0.3215, -1.8250], [-5.6786, -2.1665, -2.0499], [-6.4374, -0.8911, -2.9685], [-7.3319, -1.5377, -1.6040], [-6.3528, 0.4048, -0.6809], [-4.1810, -1.6413, -0.1613], [-5.7231, -1.5383, 0.7032], [-4.4658, -0.2408, 0.8173], [-4.3467, 1.1244, -1.3326], [-4.6546, 2.7808, 1.9128], [-3.3535, 3.1332, 1.2034], [-2.1256, 2.5724, 1.9299], [-3.3941, 2.5715, -0.1134], [-4.8299, 1.7087, 1.9890], [-5.5097, 3.1944, 1.3738], [-4.6738, 3.2292, 2.9068], [-3.1579, 4.2035, 1.0843], [-1.2698, 2.8269, 1.3003], [-2.2249, 1.5050, 2.0948], [-1.9329, 3.0270, 2.9041], [-2.4967, 2.7282, -0.4455], [-1.3426, -0.5128, 0.0201], [0.0339, -0.1070, 0.4989], [0.9004, -1.2851, 0.9624], [0.8059, 0.6154, -0.4833], [-1.2091, -1.2716, -0.7532], [-1.7835, 0.3814, -0.4284], [-2.0446, -0.8901, 0.7586], [0.0325, 0.5081, 1.4016], [1.7314, -0.8907, 1.5477], [1.4445, -1.8536, 0.2042], [0.3141, -2.0022, 1.5370], [0.2944, 1.3695, -0.8141], [3.4212, 3.9366, 1.2927], [2.2443, 3.7521, 2.2447], [1.9765, 2.2954, 2.6055], [2.4338, 4.5447, 3.4157], [3.2318, 3.3929, 0.3673], [4.3558, 3.6608, 1.7850], [3.5266, 4.9999, 1.0677], [1.3483, 4.1700, 1.7798], [1.2439, 2.1971, 3.4028], [2.9334, 1.8627, 2.9113], [1.7061, 1.8090, 1.6663], [3.2379, 4.2787, 3.8729]], "mulliken_charge": [0.058, 0.405, -0.369, -0.705, 0.236, -0.334, 0.236, 0.210, -0.024, 0.503, -0.245, -0.754, 0.106, 0.079, 0.217, 0.011, 1.851, -0.663, -0.349, -0.741, -1.132, 0.269, 0.064, 0.269, -0.177, 0.892, -0.247, -0.724, 0.034, 0.294, 0.144, 0.192, -0.182, 0.452, -0.430, -0.614, 0.256, 0.117, 0.242, 0.137, -0.404, 0.584, -0.230, -0.646, 0.253, 0.131, -0.389, 0.136, -0.449, 0.338, -1.442, -0.564, 0.285, 0.192, -0.002, 0.235, 0.436, 0.345, 0.325, 0.334, -1.431, 0.647, -1.159, 0.448, 0.362, 0.471, 0.109, 0.442, 0.055, 0.525, 0.278, -0.414, -1.474, 0.598, -0.082, -0.503, 0.308, 0.371, 0.372, 0.243, -0.292, 0.542, -0.304, 0.256, -1.455, 0.714, -0.302, -0.532, 0.134, 0.381, 0.442, 0.325, 0.157, -0.739, 0.599, 0.022, 0.440, 0.217, -0.096, 2.131, -0.988, -0.068, -0.014, 0.023, 0.607, -0.982, 0.553, -0.954, -0.950, 0.307, -0.337, -0.622, -0.029, 0.293, 0.378, 0.143, 0.346, 0.418, -0.347, 0.363]}



[3]
{"formula": "C24H28BF5N8O6Ru", "method": "ωB97M-V/def2-TZVPD", "lumo_ev": [-1.2, -3.4], "e_tot_ha": -2440.1376, "homo_lumo_gap_ev": [7.359, 5.198], "s2": 6.04, "spin_multiplicity": 5, "e_homo_ev": [-8.593, -8.592], "species": ["Ru", "C", "C", "O", "C", "C", "C", "N", "N", "C", "O", "C", "C", "C", "C", "C", "C", "H", "H", "H", "H", "H", "H", "H", "H", "H", "H", "H", "H", "F", "C", "C", "N", "C", "C", "O", "O", "C", "O", "N", "C", "O", "H", "H", "H", "H", "C", "N", "C", "N", "C", "N", "C", "N", "C", "C", "H", "H", "H", "H", "H", "H", "H", "H", "H", "H", "H", "H", "F", "B", "F", "F", "F"], "positions_angstrom": [[-0.1054, -0.2107, -0.7244], [2.6470, 0.8796, -3.8067], [2.1237, 0.1964, -2.5842], [1.3179, 0.8295, -1.8526], [2.6625, -1.0848, -2.2745], [2.2910, -1.9178, -1.2413], [3.0763, -3.1644, -0.9726], [1.2046, -1.6731, -0.4750], [0.9448, -2.5584, 0.4792], [-0.2386, -2.3417, 1.0669], [-0.9894, -1.3733, 0.7350], [-0.6497, -3.2475, 2.1480], [-1.9614, -3.1949, 2.6172], [-2.3504, -4.0223, 3.6549], [-1.4361, -4.8925, 4.2333], [-0.1234, -4.9312, 3.7798], [0.2724, -4.1138, 2.7371], [1.9143, 1.5864, -4.1840], [2.8834, 0.1476, -4.5763], [3.5603, 1.4243, -3.5537], [3.4654, -1.4305, -2.9077], [3.9622, -3.1985, -1.5995], [2.4507, -4.0351, -1.1751], [3.3562, -3.2073, 0.0786], [-2.6547, -2.5053, 2.1536], [-3.3683, -3.9857, 4.0196], [-1.7450, -5.5438, 5.0403], [0.5889, -5.5995, 4.2450], [1.2906, -4.1266, 2.3745], [-0.0493, 3.0508, -5.2083], [-1.2313, 2.6602, -4.6923], [-1.5337, 2.9210, -3.4176], [-2.7495, 2.5932, -2.8781], [-3.0606, 2.9641, -1.5163], [-2.1480, 2.3413, -0.4253], [-2.1758, 2.8928, 0.6670], [-1.5310, 1.2757, -0.7636], [-3.7182, 1.9291, -3.6286], [-4.8140, 1.6516, -3.1930], [-3.3321, 1.6328, -4.9167], [-2.1399, 1.9435, -5.5705], [-1.9451, 1.6437, -6.7246], [-0.8271, 3.4110, -2.7623], [-4.0751, 2.6375, -1.3059], [-2.9996, 4.0445, -1.3836], [-4.0013, 1.1019, -5.4537], [-0.4315, 0.9337, 2.5082], [0.6659, 0.8379, 1.5036], [1.1282, 2.2101, 1.1911], [1.5991, 2.8944, 2.3881], [0.4921, 2.9494, 3.3524], [0.0357, 1.6053, 3.7119], [1.1521, 0.8591, 4.2792], [2.2685, 0.7637, 3.3308], [1.7892, 0.1043, 2.1260], [2.6912, 2.1223, 2.9757], [-0.7679, -0.0714, 2.7610], [-1.2505, 1.5007, 2.0758], [0.2909, 2.7655, 0.7721], [1.9407, 2.1577, 0.4619], [-0.3378, 3.4976, 2.9055], [0.8284, 3.4652, 4.2536], [0.8194, -0.1504, 4.5324], [1.4990, 1.3576, 5.1859], [1.4600, -0.9032, 2.3866], [2.6100, 0.0406, 1.4055], [3.5141, 2.0606, 2.2592], [3.0448, 2.6284, 3.8754], [-2.2554, -1.1873, -1.7964], [-1.4593, -1.4328, -2.9407], [-0.4222, -2.3144, -2.5182], [-2.1698, -1.8967, -4.0026], [-0.7932, -0.1977, -3.2456]], "lowdin_spin": [2.528, 0.012, 0.084, 0.109, 0.151, -0.001, -0.011, 0.225, 0.223, 0.073, 0.158, 0.003, 0.010, 0.000, 0.014, -0.001, 0.013, 0.001, 0.002, 0.005, 0.007, 0.000, -0.003, -0.002, 0.001, 0.000, 0.001, 0.000, 0.000, 0.000, 0.000, 0.000, 0.001, 0.004, 0.009, 0.008, 0.106, 0.000, 0.000, 0.000, 0.000, 0.000, 0.000, 0.000, 0.000, 0.000, 0.004, 0.128, 0.002, 0.006, 0.001, 0.007, 0.000, 0.006, 0.005, 0.001, 0.000, 0.000, 0.000, 0.000, 0.000, 0.000, 0.000, 0.000, 0.001, 0.000, 0.000, 0.000, 0.040, 0.004, 0.027, 0.001, 0.037]}